121
Properties=species:S:1:pos:R:3 method="wB97M-V/def2-TZVPD" total_charge=-1 lumo_ev="1.894 / 1.894" homo_lumo_gap_ev="4.5 / 5.1" spin_multiplicity=2 s2=0.790
Mn -1.085 -0.408 -0.912
S 0.847 0.400 -0.086
S -1.626 1.809 -0.559
S -1.352 4.512 -0.930
P -0.246 -2.481 -0.562
P -1.156 1.572 1.704
F 2.449 2.064 -6.426
F 2.427 -0.008 -7.044
F 3.719 0.624 -5.431
O 0.878 6.117 1.996
O -3.869 -0.873 2.116
O -2.700 4.906 -0.605
O -1.039 4.472 -2.345
O 0.505 0.387 1.407
O -1.933 -0.316 1.073
N -2.985 -0.811 -1.303
N -0.426 -0.088 -2.960
C -3.174 -0.711 1.120
C 0.662 1.511 -4.384
C 1.394 2.058 -0.297
C -0.078 -0.087 5.949
C -1.043 -4.057 -1.119
C -0.249 1.172 -3.388
C 0.096 5.308 2.793
C 2.399 -0.510 -0.176
C 4.973 -1.453 -0.718
C -1.568 -0.051 4.057
C -4.883 -1.155 -2.712
C 6.207 -2.164 -1.225
C -1.245 -0.505 5.329
C 1.485 -2.737 -1.166
C -5.699 -1.379 -1.611
C -4.202 3.148 4.076
C 2.509 -1.776 -0.838
C 1.645 4.367 0.339
C 2.239 6.698 0.144
C -1.977 -3.978 -2.143
C 0.442 1.238 4.008
C 1.514 5.636 0.909
C 1.172 -0.821 -4.602
C -0.069 -2.898 1.225
C 4.165 -3.301 -1.891
C -1.240 -3.454 3.266
C 0.237 -1.061 -3.615
C 2.512 4.503 -0.779
C 3.520 0.139 0.280
C 3.041 5.910 -0.897
C -0.255 4.033 2.612
C 1.844 -3.842 -1.903
C 3.823 -2.153 -1.143
C 1.404 0.502 -4.967
C -2.997 2.644 3.618
C -5.276 3.291 3.208
C -3.543 -0.874 -2.519
C -3.792 -0.966 -0.246
C -0.011 2.991 1.632
C 5.667 -3.361 -2.055
C 2.809 3.479 -1.651
C -1.442 -6.436 -0.997
C -2.647 -5.110 -2.595
C 2.241 2.243 -1.384
C 1.127 -2.922 1.927
C -0.737 0.835 3.385
C 1.142 -3.201 3.289
C -2.805 2.289 2.278
C -0.782 -5.305 -0.552
C -0.037 -3.471 3.961
C -5.138 -1.270 -0.348
C 4.831 -0.339 0.053
C -1.252 -3.165 1.914
C -5.115 2.931 1.883
C 3.172 -4.130 -2.311
C -3.897 2.441 1.430
C 2.495 0.805 -5.968
C 0.950 3.089 0.626
C 0.767 0.786 5.278
C -2.383 -6.341 -2.018
H -2.910 -7.224 -2.354
H 0.013 -2.078 -3.319
H 4.112 5.933 -0.681
H 5.942 -3.270 -3.108
H -2.191 -3.013 -2.590
H -5.272 -1.192 -3.719
H -2.489 -0.379 3.597
H -5.706 -1.386 0.562
H -3.379 -5.022 -3.387
H 6.824 -1.496 -1.828
H 2.066 -2.713 1.431
H 3.371 -5.021 -2.893
H -0.235 5.874 3.650
H -4.299 3.421 5.120
H 1.687 1.122 5.742
H 1.518 7.377 -0.327
H 0.172 -0.437 6.943
H -2.173 -3.639 3.781
H -0.024 -3.669 5.025
H -1.232 -7.395 -0.542
H 6.827 -2.502 -0.391
H 0.795 2.552 -4.636
H 1.081 -4.561 -2.167
H -6.223 3.678 3.564
H 2.084 -3.191 3.822
H 3.472 3.626 -2.493
H -0.864 3.723 3.454
H 5.677 0.219 0.431
H -2.204 -3.144 1.395
H -0.059 -5.385 0.251
H 2.856 7.311 0.807
H 3.388 1.088 0.787
H -2.875 -0.696 -3.352
H 1.103 1.918 3.486
H -0.810 1.949 -2.889
H 2.496 1.396 -2.013
H -2.200 2.522 4.340
H 1.703 -1.646 -5.051
H 6.069 -4.312 -1.702
H -1.915 -1.191 5.833
H 2.909 6.295 -1.910
H -5.933 3.037 1.183
H -6.748 -1.609 -1.733
H -3.786 2.191 0.384

91
Properties=species:S:1:pos:R:3 method="wB97M-V/def2-TZVPD" total_charge=+1 lumo_ev="-4.420 / -3.363" homo_lumo_gap_ev="5.8 / 6.5" spin_multiplicity=4 s2=3.996
Mn -0.442 -1.079 1.140
P 0.413 0.634 3.901
O 0.844 -0.078 -3.430
O 0.060 -0.511 -7.236
N 0.057 -0.028 2.477
C 2.266 0.415 4.192
C -1.343 2.736 3.135
C -0.179 -3.154 0.695
C -2.511 -1.552 1.303
C 1.045 3.329 3.087
C 2.618 -1.045 4.534
C -0.104 -1.121 -8.551
C -0.126 3.069 5.267
C -2.335 -0.674 -0.852
C -0.675 -1.841 4.888
C -1.074 0.411 -4.884
C -0.634 -0.328 5.171
C 1.618 -1.755 1.114
C -0.274 -0.698 -4.138
C 0.758 -2.753 1.702
C -2.614 -1.845 -0.104
C 3.064 0.807 2.929
C -2.318 -0.111 1.402
C -1.357 -1.982 -8.679
C 1.156 -1.859 -8.963
C -2.085 0.171 5.131
C -0.064 0.814 -7.892
C -0.093 1.591 -4.809
C 0.094 -2.397 -0.489
C -0.108 -0.132 6.598
C 0.455 1.345 -3.411
C -0.243 0.240 -9.292
C 1.191 -1.521 -0.238
C -0.005 2.492 3.846
C -2.055 0.386 0.064
C 2.714 1.305 5.357
H 1.210 2.976 2.061
H -1.497 3.825 3.079
H -2.206 2.328 3.675
H -2.005 0.630 -4.314
H 1.288 2.003 -3.127
H 0.892 -3.238 2.664
H -0.285 4.155 5.185
H 3.787 1.136 5.541
H 2.018 -1.171 -8.923
H 3.362 1.863 2.919
H -0.951 -1.254 -3.441
H 0.874 -0.594 6.751
H -2.665 -0.421 5.856
H 2.501 -1.356 1.597
H 0.312 -2.320 4.884
H -2.730 -2.212 2.143
H -1.412 -2.327 -9.730
H -2.545 0.008 4.149
H -2.185 1.222 5.426
H -1.335 2.360 2.108
H 2.005 3.427 3.607
H -2.267 -1.400 -8.442
H -0.377 1.497 -2.678
H -2.960 -2.802 -0.497
H 3.716 -1.135 4.532
H -1.865 1.433 -0.185
H -2.583 0.477 2.269
H 3.991 0.219 2.942
H 0.159 -1.402 -4.875
H 2.257 -1.753 3.779
H -0.077 0.925 6.887
H 1.646 -0.859 -0.980
H -0.984 2.661 5.811
H -0.810 -0.634 7.284
H -1.279 -2.873 -8.033
H 0.844 1.430 -7.768
H 2.595 2.368 5.127
H -1.314 0.131 -5.912
H 0.781 2.935 5.864
H 2.277 -1.351 5.531
H -0.376 -2.540 -1.458
H -0.951 1.376 -7.551
H -2.385 -0.568 -1.938
H -1.266 -2.300 5.697
H -0.893 -3.969 0.803
H -1.220 0.399 -9.752
H -0.596 2.548 -4.931
H 1.034 -2.236 -9.994
H 0.725 1.439 -5.531
H 2.185 1.065 6.286
H -1.194 -2.075 3.949
H 2.541 0.580 1.995
H 1.307 -2.721 -8.298
H 0.651 4.354 3.011
H 0.542 0.461 -10.017

34
Properties=species:S:1:pos:R:3 method="wB97M-V/def2-TZVPD" total_charge=-1 lumo_ev="2.079 / 0.370" homo_lumo_gap_ev="5.2 / 6.4" spin_multiplicity=7 s2=12.023
Au 0.188 0.017 -3.766
Ir 0.163 0.483 0.041
Cl 1.457 0.638 -1.899
S 2.144 1.052 0.975
S 2.730 -0.346 4.835
O 3.121 0.580 5.872
O 3.147 -1.726 4.936
N 3.072 0.279 3.311
C -1.611 -0.181 3.551
C 0.979 -0.252 4.541
C 1.996 0.514 2.594
C -1.361 -0.617 4.861
C 2.126 -0.484 -4.461
C -0.050 -0.675 5.361
C -0.548 0.218 2.725
C -1.027 -0.114 -5.353
C 0.727 0.225 3.245
C -0.102 -1.278 -0.470
C -1.437 1.555 -0.464
H -1.806 1.051 -1.376
H 2.736 0.420 -4.412
H -2.017 -0.441 -5.019
H 2.536 -1.284 -3.842
H -0.801 -1.872 0.163
H -2.202 1.521 0.332
H -2.183 -0.940 5.501
H 0.462 -1.870 -1.220
H -0.550 -0.830 -6.031
H -0.729 0.581 1.659
H -1.118 2.589 -0.686
H 0.189 -1.038 6.358
H 2.006 -0.810 -5.499
H -2.631 -0.179 3.171
H -1.062 0.887 -5.805

7
Properties=species:S:1:pos:R:3 method="wB97M-V/def2-TZVPD" total_charge=0 lumo_ev=-1.095 homo_lumo_gap_ev=8.8 spin_multiplicity=1
O -0.320 1.222 0.239
O -1.817 -1.915 -0.652
N 2.937 0.154 0.389
C -1.719 -0.817 -0.390
C 1.788 0.318 0.285
C 0.381 0.160 0.078
H -1.250 0.878 0.051

80
Properties=species:S:1:pos:R:3 method="wB97M-V/def2-TZVPD" total_charge=-1 lumo_ev="1.152 / 1.167" homo_lumo_gap_ev="5.8 / 5.8" spin_multiplicity=1
Pd 0.584 -0.087 -1.355
Cl 0.290 5.245 -1.429
Cl 5.649 2.125 -1.003
Cl 5.637 5.222 -0.697
Cl 3.017 0.619 -1.618
Cl 2.945 6.772 -0.895
S 1.134 -1.834 -3.131
P -1.822 0.058 -1.256
F -0.111 -2.548 -0.487
F -0.736 -5.017 0.383
F 1.820 -4.432 -4.397
F 1.323 -6.893 -3.450
F -0.037 -7.239 -1.086
O 0.667 2.365 -1.811
N 0.353 0.296 0.762
C 2.561 -0.328 1.560
C 1.782 4.385 -1.330
C 3.732 0.030 2.202
C -0.088 -4.877 -0.787
C 4.168 4.376 -0.988
C 2.958 5.061 -1.085
C 1.632 1.846 2.107
C 0.220 -3.616 -1.255
C -3.169 -1.154 2.450
C -2.693 -2.520 -2.037
C -4.417 -1.725 3.053
C 2.394 -1.694 0.970
C 5.145 1.614 3.536
C 2.811 2.153 2.763
C -0.779 -0.146 1.306
C -3.087 -0.876 1.094
C 0.262 -6.001 -1.530
C 1.498 0.592 1.482
C -2.972 -0.627 -3.641
C -2.756 1.693 -1.320
C -0.887 -0.417 2.694
C 4.173 2.994 -1.139
C 1.729 2.970 -1.538
C 0.842 -3.387 -2.499
C -4.251 1.586 -1.039
C -3.031 -1.043 -2.173
C 3.876 1.265 2.816
C -1.943 -0.366 0.508
C 3.001 2.322 -1.411
C 0.932 -5.819 -2.739
C 1.197 -4.551 -3.213
C 0.494 2.819 2.084
C -2.127 2.670 -0.341
C -2.049 -0.898 3.241
H 2.406 -1.643 -0.128
H -4.679 2.589 -1.008
H -1.055 2.698 -0.508
H -3.465 -3.131 -2.507
H 5.632 0.714 3.907
H 1.437 -2.115 1.286
H -4.842 -1.031 3.778
H 2.896 3.113 3.255
H 4.558 -0.669 2.235
H 3.195 -2.352 1.301
H -4.783 1.022 -1.801
H -2.597 2.078 -2.333
H -1.943 -0.678 -4.001
H -5.156 -1.925 2.281
H -2.100 -1.098 4.303
H -0.019 -0.243 3.316
H -2.530 3.672 -0.486
H 4.949 2.279 4.374
H -1.751 -2.734 -2.536
H 5.835 2.118 2.859
H -0.420 2.353 2.454
H -4.039 -0.885 -1.778
H -3.585 -1.288 -4.249
H -4.423 1.119 -0.071
H -3.327 0.391 -3.780
H -2.618 -2.806 -0.990
H 0.722 3.692 2.693
H -4.191 -2.657 3.572
H -2.319 2.362 0.685
H 0.299 3.146 1.065
H -3.953 -1.068 0.478

53
Properties=species:S:1:pos:R:3 method="wB97M-V/def2-TZVPD" total_charge=+1 lumo_ev=-4.834 homo_lumo_gap_ev=7.3 spin_multiplicity=1
Si -0.829 -1.945 0.706
C 1.577 -1.489 3.199
C 0.138 -0.460 -1.695
C 2.887 4.335 0.042
C 0.404 0.574 3.974
C 2.974 1.881 -0.767
C 0.339 2.070 -1.556
C 0.935 0.779 -1.549
C -2.226 0.393 -1.969
C -1.144 -0.332 -2.509
C -3.482 0.367 -2.569
C 0.069 -3.585 0.733
C -3.708 -0.395 -3.717
C 2.320 0.734 -1.231
C -2.662 -1.174 -4.223
C -0.773 -0.937 2.349
C 1.269 0.427 1.699
C -1.404 -1.211 -3.600
C 0.967 3.193 -1.034
C 0.606 -0.372 2.814
C -2.626 -2.180 0.127
C 2.290 3.110 -0.603
H 1.825 -2.168 2.374
H 1.611 -0.179 0.851
H 4.022 1.811 -0.501
H 3.429 4.062 0.963
H 0.092 -4.135 1.691
H -2.989 -1.263 -0.392
H -3.341 -2.487 0.931
H -0.619 -1.923 -3.899
H 2.148 0.982 2.066
H 2.534 -1.069 3.583
H -2.608 -2.947 -0.670
H 2.841 -0.234 -1.299
H 0.761 -1.340 -1.978
H -1.470 -0.100 2.186
H -2.822 -1.757 -5.163
H -4.302 0.946 -2.128
H -4.682 -0.428 -4.184
H 2.093 5.082 0.222
H 3.651 4.827 -0.577
H -1.165 -1.523 3.202
H 1.095 -3.450 0.365
H -0.045 0.071 4.827
H -0.101 -1.032 -0.468
H -2.085 0.876 -0.981
H 1.347 1.016 4.288
H 0.456 4.155 -0.963
H -0.254 1.392 3.681
H 1.174 -2.104 4.008
H -0.679 2.199 -1.922
H -0.412 -4.233 -0.015
H 0.576 1.169 1.283